Density functional theory data (ωB97M-V/def2-TZVPD) for C24H23F12N6O2Pt as an isolated structure.

Element x y z (Å)
Pt -0.308 -0.266 -0.835
F 1.166 4.033 -0.720
F -2.095 3.803 -1.888
F -1.686 -4.447 -0.477
F -1.112 5.085 -0.510
F -2.791 3.924 0.135
F 1.511 1.949 -0.411
F 0.628 2.618 -2.241
F -3.024 -4.560 1.198
F -4.458 -1.743 0.932
F -3.020 -0.463 1.868
F -3.371 -2.419 2.654
F -3.671 -3.681 -0.630
O -1.459 1.626 -0.900
O -2.060 -1.684 -0.604
N 1.843 -1.155 -1.035
N 2.169 -0.199 -3.141
N 3.822 0.032 -1.522
N -0.066 -0.779 -2.869
N -0.459 0.064 1.202
N 0.715 0.192 -4.922
C -0.050 4.960 4.080
C -1.688 3.860 -0.612
C 2.575 -0.487 -1.855
C -0.092 -1.162 1.693
C 0.608 2.823 -0.912
C 1.565 -2.515 2.877
C -0.258 1.249 3.290
C -0.555 2.491 1.243
C -0.416 3.646 1.993
C -0.658 0.441 -5.314
C -0.814 2.609 -0.268
C -2.117 -2.312 0.572
C 1.100 -1.298 2.436
C -0.189 3.647 3.362
C 0.856 -3.675 2.595
C -0.143 2.416 4.007
C -2.618 -3.748 0.191
C -3.240 -1.719 1.495
C 1.498 -0.468 -5.954
C 0.866 -0.296 -3.609
C -0.326 -3.561 1.873
C 1.339 -5.041 2.990
C -0.406 1.227 1.881
C -0.823 -2.355 1.413
H 0.432 4.849 5.049
H -0.650 1.029 -6.232
H -1.226 -0.480 -5.498
H 1.674 -0.401 2.626
H 4.183 -0.301 -0.643
H 2.050 -4.996 3.812
H 0.536 5.652 3.475
H 2.275 -1.326 -0.131
H 2.566 -0.329 -5.781
H 0.498 -5.665 3.289
H -0.012 2.371 5.082
H -1.033 5.408 4.236
H 2.724 0.491 -3.628
H 2.489 -2.566 3.439
H -0.847 -4.483 1.679
H -0.973 -0.908 -3.300
H 1.825 -5.528 2.142
H -1.140 1.020 -4.527
H 1.241 -0.018 -6.913
H -0.235 0.305 3.816
H -0.471 4.611 1.517
H 4.513 0.147 -2.244
H 1.292 -1.545 -6.015

Results
Spin multiplicity: 3
Expectation value of S²: 2.011
Charge: -1
Orbital gap (alpha / beta): 4.9 / 5.4 eV

---

Density functional theory data (ωB97M-V/def2-TZVPD) for C29H76CaN3O13 as an isolated structure.

Element x y z (Å)
Ca -17.305 2.983 43.826
O -17.344 5.256 43.824
O -17.071 1.047 42.302
O -15.823 7.143 49.605
O -13.358 8.018 43.224
O -21.871 0.143 46.520
O -13.757 -0.776 44.147
O -12.262 6.716 47.395
O -17.712 -0.386 48.760
O -10.869 2.155 51.819
O -18.385 1.911 45.609
O -15.432 1.478 44.818
O -15.784 3.471 45.624
O -13.452 4.122 42.843
N -16.086 3.606 41.912
N -19.207 -0.588 46.368
N -12.260 5.935 44.687
C -12.337 2.685 49.971
C -12.156 7.429 42.770
C -18.174 -1.570 46.730
C -17.258 -0.316 42.631
C -16.133 1.239 41.238
C -18.812 2.792 46.658
C -16.463 4.982 41.571
C -22.697 1.277 46.591
C -11.405 6.918 43.993
C -17.466 6.062 45.000
C -17.124 -0.840 47.554
C -12.543 3.052 43.006
C -20.209 -1.143 45.441
C -16.240 2.691 40.754
C -11.519 5.198 45.719
C -11.760 0.303 50.616
C -12.110 7.285 48.667
C -16.399 5.784 42.884
C -14.165 8.517 42.196
C -14.256 2.050 46.821
C -21.345 -0.172 45.247
C -15.165 2.376 45.670
C -14.847 4.941 49.509
C -14.229 -1.821 44.968
C -11.260 1.735 50.485
C -11.113 6.055 46.930
C -16.771 0.284 49.579
C -17.390 5.275 49.640
C -16.050 5.818 49.170
H -17.695 -0.369 43.632
H -17.706 7.078 44.677
H -19.723 3.310 46.344
H -17.696 -1.959 45.825
H -17.899 -0.820 41.906
H -22.109 2.197 46.468
H -17.993 3.472 46.900
H -16.740 -0.039 46.911
H -11.695 6.583 49.401
H -12.710 0.237 51.141
H -18.149 6.010 49.372
H -15.073 3.699 42.074
H -16.082 5.882 48.074
H -16.314 -1.534 47.811
H -13.093 7.531 49.073
H -13.599 -2.703 44.870
H -16.631 6.833 42.678
H -10.719 5.376 47.695
H -10.405 1.883 49.814
H -19.693 -0.352 47.232
H -19.683 -1.341 44.505
H -18.600 -2.450 47.224
H -14.212 0.053 44.351
H -16.400 0.559 40.426
H -13.251 2.593 50.562
H -10.318 6.736 46.613
H -14.988 3.858 49.489
H -17.261 2.824 40.387
H -20.605 -2.096 45.810
H -16.278 7.297 50.440
H -18.619 0.967 45.862
H -11.871 -0.019 49.576
H -17.298 0.428 50.525
H -12.929 6.443 45.267
H -11.666 3.142 42.360
H -15.403 5.748 43.334
H -16.303 -0.837 42.758
H -16.508 1.267 49.173
H -12.057 3.742 49.980
H -13.828 9.445 41.721
H -14.025 0.985 46.772
H -11.037 -0.278 51.182
H -13.340 2.634 46.798
H -15.863 -0.282 49.801
H -15.120 1.032 41.595
H -15.782 5.409 40.826
H -11.559 8.129 42.177
H -14.209 -1.502 46.015
H -12.281 2.864 44.050
H -18.312 5.699 45.582
H -23.435 1.250 45.781
H -20.989 0.764 44.798
H -17.464 5.088 41.144
H -19.044 2.220 47.560
H -15.151 8.716 42.621
H -14.490 5.143 50.526
H -23.175 1.295 47.564
H -12.081 4.336 46.090
H -16.560 6.024 45.605
H -22.140 -0.659 44.673
H -10.434 3.006 51.678
H -15.241 -2.122 44.667
H -11.521 8.205 48.678
H -11.220 7.716 44.716
H -14.286 7.785 41.385
H -13.977 5.165 48.888
H -14.808 2.171 47.753
H -15.531 2.936 39.962
H -10.466 6.512 43.618
H -10.585 4.778 45.333
H -17.573 4.269 49.258
H -17.425 5.110 50.724
H -12.600 2.488 48.928
H -12.353 6.555 42.136
H -13.059 2.125 42.726
H -13.205 4.860 43.448

Results
Charge: +1
Orbital gap: 9.1 eV
Energy relative to the best compared isomer or geometry (same formula, charge and spin): 0.0 kcal/mol

---

Density functional theory data (ωB97M-V/def2-TZVPD) for a 13-piece molecular cluster, C2H28O14 overall.

Element x y z (Å)
O 4.697 -6.007 -10.220
O 6.202 -3.296 -12.347
O 7.822 0.175 -12.696
O 10.961 -5.948 -9.126
O 9.244 -6.507 -7.888
O 6.584 -9.577 -9.836
O 12.901 -5.813 -13.136
O 6.599 -6.700 -4.027
O 3.782 -3.885 -6.787
O 11.391 -0.759 -11.371
O 10.513 -10.648 -5.900
O 7.228 0.252 -6.633
O 14.115 -8.899 -8.081
O 13.505 -2.958 -9.168
C 9.822 -5.736 -8.685
C 9.129 -4.398 -8.910
H 10.225 -9.846 -6.336
H 6.065 -4.045 -11.766
H 7.288 -10.170 -10.100
H 4.847 -5.532 -9.402
H 8.059 -4.530 -8.749
H 6.357 0.002 -6.943
H 7.548 0.870 -7.291
H 13.244 -3.839 -9.437
H 14.058 -9.798 -8.413
H 8.764 0.097 -12.551
H 12.319 -5.242 -13.638
H 4.896 -6.918 -10.007
H 9.258 -4.003 -9.917
H 3.967 -2.972 -7.007
H 2.851 -3.896 -6.567
H 6.818 -7.035 -4.897
H 11.886 0.057 -11.449
H 12.465 -5.917 -12.290
H 6.245 -3.677 -13.224
H 5.973 -5.995 -4.192
H 9.805 -11.273 -6.056
H 14.341 -2.810 -9.608
H 6.985 -9.002 -9.185
H 7.484 -0.711 -12.562
H 14.945 -8.450 -8.262
H 11.883 -1.278 -10.735
H 13.478 -8.311 -8.493
H 9.493 -3.617 -8.241

Results
Orbital gap: 4.3 eV
Energy relative to the best compared isomer or geometry (same formula, charge and spin): 116.0 kcal/mol

---

Density functional theory data (ωB97M-V/def2-TZVPD) for C16H31NO6Rb as an isolated structure.

Element x y z (Å)
Rb -10.675 -13.854 1.779
O -9.508 -12.825 3.261
O -8.270 -14.170 2.054
O -12.176 -12.837 2.617
O -11.083 -15.468 2.807
O -10.269 -11.929 0.934
O -7.366 -12.527 3.262
N -11.314 -11.090 0.355
C -11.932 -9.010 -0.898
C -13.216 -12.655 0.900
C -14.001 -14.396 2.362
C -11.967 -12.876 -1.341
C -12.453 -11.831 -0.225
C -13.057 -9.722 -1.736
C -10.192 -15.177 5.006
C -10.174 -15.610 3.563
C -13.547 -13.114 4.526
C -8.867 -16.303 3.093
C -9.961 -9.008 0.567
C -8.342 -13.184 2.860
C -10.747 -9.921 -0.417
C -13.177 -13.358 3.080
C -13.577 -10.854 -0.840
C -9.906 -10.194 -1.674
H -11.610 -12.362 -2.234
H -13.795 -15.297 2.940
H -12.612 -13.514 1.193
H -9.395 -9.285 -1.992
H -13.263 -12.094 4.785
H -14.222 -11.428 -1.506
H -12.844 -13.416 -1.698
H -9.305 -14.552 5.104
H -11.259 -13.593 -0.926
H -11.110 -14.617 5.186
H -8.289 -15.699 2.394
H -10.349 -8.653 1.521
H -8.252 -16.699 3.901
H -9.302 -12.303 4.040
H -14.203 -10.443 -0.047
H -13.270 -12.049 1.804
H -9.076 -9.598 0.807
H -15.051 -14.126 2.477
H -12.615 -10.000 -2.693
H -10.514 -10.574 -2.496
H -13.816 -8.964 -1.933
H -14.621 -12.955 4.630
H -10.101 -15.956 5.764
H -11.582 -8.184 -1.517
H -13.810 -14.441 1.290
H -13.130 -13.931 5.115
H -9.672 -8.095 0.047
H -12.376 -8.570 -0.005
H -9.211 -17.211 2.598
H -9.092 -10.864 -1.398
H -14.237 -12.871 0.586

Results
Charge: -1
Orbital gap: 4.4 eV
Energy relative to the best compared isomer or geometry (same formula, charge and spin): 328.9 kcal/mol